(1)
A 6-piece molecular cluster, C14H24F6O16PS3 overall at a distorted geometry, computed with ωB97M-V with the def2-TZVPD basis set.

Geometry as ORCA input:
```
! wB97M-V def2-TZVPD RIJCOSX def2/J DEFGRID3
* xyz -1 1
P -5.38040 -1.86778 15.91525
F -4.31836 -2.68383 16.84059
F -5.75493 -0.52107 16.81598
F -4.06639 -1.02063 15.37305
F -6.37187 -1.37583 14.67049
F -5.22519 -3.02466 14.84977
F -6.64291 -2.62532 16.53119
O -2.07869 -8.42532 17.09737
C -3.08341 -9.02993 16.72919
O -3.04977 -10.42313 16.68426
C -4.28663 -11.01835 16.53597
C -5.17895 -9.78366 16.57388
C -4.37319 -8.51869 16.09443
H -4.42051 -11.80633 17.27709
H -4.52984 -11.44592 15.56327
H -5.51203 -9.65641 17.60392
H -5.95532 -9.91748 15.82060
H -4.75985 -7.66722 16.65444
H -4.30413 -8.36762 15.01716
O -11.24568 -0.76943 20.58924
C -11.22787 -1.87504 20.08639
O -10.49292 -2.90297 20.53050
C -11.01779 -4.16139 19.95898
C -12.11383 -3.86829 18.96463
C -12.15653 -2.33867 19.00480
H -11.54678 -4.54159 20.83289
H -10.27838 -4.88934 19.62514
H -13.04883 -4.40498 19.12533
H -11.59224 -4.04339 18.02368
H -13.19741 -2.02256 18.93611
H -11.71953 -1.92870 18.09427
C 0.82795 -3.15272 13.34602
C 1.31344 -2.02803 14.21725
O 2.69209 -1.96673 13.81166
S 2.76103 -2.00927 12.12916
O 4.11599 -2.45391 11.63440
O 2.16183 -0.83675 11.35632
O 1.66880 -3.22663 12.22478
H -0.23326 -3.18319 13.09903
H 1.04910 -4.07086 13.89026
H 1.15156 -2.14079 15.28925
H 0.80374 -1.09006 13.99696
C -4.93698 3.58126 12.70928
C -4.30529 4.22493 13.96808
O -4.34923 5.69120 13.61073
S -4.67630 6.08385 11.94244
O -3.40295 5.96913 11.14684
O -5.60145 7.22774 11.83002
O -5.55751 4.66846 11.90271
H -5.71942 2.85391 12.92574
H -4.11789 3.02164 12.25761
H -3.24137 3.99946 13.89494
H -4.67629 3.89743 14.93926
C -7.77981 4.95135 22.09305
C -6.55348 4.07701 21.74364
O -6.07828 4.88664 20.72720
S -6.01511 6.44660 21.14333
O -5.82722 7.25805 19.95928
O -5.04708 6.57334 22.21536
O -7.55637 6.32838 21.74486
H -8.32913 4.92212 23.03406
H -8.57495 4.59826 21.43641
H -6.75609 3.09486 21.31653
H -5.81487 3.93481 22.53252
*
```

Total energy in eV: -105767.22924
Energy above the lowest of the compared OMol25 structures with the same formula, charge and spin in kJ/mol: 697.04
LUMO level in eV: 2.061
HOMO energy in eV: -8.1

Here are the Mulliken charges for atoms 1 to 4, given in e: 1.155, -0.341, -0.357, -0.383



(2)
A 3-piece molecular cluster, C14H24FNO10S overall at a distorted geometry, computed with ωB97M-V with the def2-TZVPD basis set.

Geometry as ORCA input:
```
! wB97M-V def2-TZVPD RIJCOSX def2/J DEFGRID3
* xyz 0 1
C 1.54375 -1.41540 3.24984
C 1.93193 -0.78008 1.78311
O 2.45535 -1.55662 0.80813
O 1.67364 0.66145 1.57178
C 0.77068 0.87211 0.40488
C -0.40625 1.95950 0.86829
C -1.31337 1.42706 2.13851
C -2.53879 0.39010 1.67050
N -1.99839 -1.01826 1.63935
S -2.94885 -2.11252 0.67503
O -1.94526 -2.83540 -0.30461
O -4.03052 -1.45955 -0.21448
F -3.71315 -3.37574 1.57664
H 2.20320 -2.36264 3.48284
H 1.77137 -0.57138 4.05288
H 0.41699 -1.76816 3.31938
H 0.32666 -0.13412 -0.00851
H 1.42511 1.43755 -0.41568
H -1.05223 2.32806 -0.03573
H 0.20377 2.91329 1.24669
H -1.79909 2.40605 2.61571
H -0.64800 0.92580 2.99328
H -3.02595 0.77057 0.67863
H -3.35057 0.48602 2.53939
H -1.83462 -1.39843 2.61900
C -4.83710 4.60494 -2.38921
C -3.72598 5.23282 -1.57233
C -2.44609 5.40337 -2.33396
O -1.46706 5.34163 -1.31246
C -2.00512 4.59141 -0.30366
O -1.37737 4.16786 0.65050
O -3.33937 4.37706 -0.50959
H -4.57421 3.58731 -2.69825
H -5.74774 4.52145 -1.78676
H -5.06148 5.19953 -3.27991
H -4.06447 6.18179 -1.13910
H -2.39868 6.36431 -2.85463
H -2.25215 4.59905 -3.05198
C 3.52831 -3.29135 -1.36532
C 4.04177 -4.71441 -1.27934
C 5.17629 -4.88414 -0.31428
O 5.88209 -5.98580 -0.85645
C 5.62790 -5.98666 -2.20011
O 6.22097 -6.67281 -3.01335
O 4.62288 -5.11343 -2.50991
H 4.30200 -2.61389 -1.74302
H 2.69287 -3.23338 -2.07090
H 3.18679 -2.93151 -0.39008
H 3.21714 -5.40141 -1.05386
H 4.82880 -5.11047 0.69804
H 5.85162 -4.02248 -0.27494
*
```

Total energy in eV: -50418.81082
Energy above the lowest of the compared OMol25 structures with the same formula, charge and spin in kJ/mol: 608.98
LUMO level in eV: -0.854
HOMO energy in eV: -10.5

Here are the Mulliken charges for atoms 1 to 4, given in e: -0.773, 0.678, -0.606, -0.331



(3)
C14H24IrN8S as an isolated structure, computed with ωB97M-V with the def2-TZVPD basis set.

Geometry as ORCA input:
```
! wB97M-V def2-TZVPD RIJCOSX def2/J DEFGRID3
* xyz 3 1
Ir -0.06608 -0.26224 0.00196
C -0.55584 2.25300 1.28166
C 0.18388 1.50293 2.37337
N 0.25883 0.01268 2.07574
C 1.64022 -0.51002 2.38682
C 2.56046 -0.36279 1.18935
C 3.94177 -0.32972 1.21896
C 4.62787 -0.30571 0.00656
C 3.94418 -0.33409 -1.20724
C 2.56290 -0.36710 -1.18030
C 1.64457 -0.51864 -2.37877
N 0.26359 0.00721 -2.07159
C 0.19379 1.49725 -2.37142
C -0.55120 2.24980 -1.28522
N 0.03460 1.77565 -0.00003
N 1.93081 -0.36202 0.00394
H -0.41492 3.32902 1.39698
H -1.62361 2.04194 1.27631
H -0.26678 1.66413 3.35119
H 1.21126 1.86899 2.42421
H -0.40122 -0.45640 2.69155
H 1.55739 -1.56972 2.64094
H 2.04605 -0.01136 3.26753
H 4.47842 -0.32644 2.15850
H 5.70998 -0.27312 0.00759
H 4.48275 -0.33403 -2.14568
H 1.56070 -1.57946 -2.62791
H 2.05212 -0.02458 -3.26126
H -0.39642 -0.46085 -2.68828
H -0.24920 1.65858 -3.35273
H 1.22244 1.86080 -2.41501
H -1.61878 2.03773 -1.28354
H -0.41060 3.32562 -1.40261
H 1.01443 2.07113 0.00132
C -1.41162 -5.37212 0.00297
C -2.19970 -4.11904 0.00172
N -3.48405 -4.01019 0.00085
N -3.74988 -2.67045 -0.00016
C -2.65993 -1.92419 -0.00026
S -2.46207 -0.23087 -0.00082
N -1.65134 -2.82814 0.00166
N -0.29317 -2.44188 0.00372
H -2.10651 -6.20919 0.00509
H -0.78408 -5.45010 0.89311
H -0.78613 -5.45296 -0.88836
H -4.71274 -2.35605 -0.00073
H 0.14565 -2.87202 0.81954
H 0.14852 -2.87358 -0.80970
*
```

Total energy in eV: -40478.55987
Energy above the lowest of the compared OMol25 structures with the same formula, charge and spin in kJ/mol: 0.37
LUMO level in eV: -9.355
HOMO energy in eV: -18.1

Here are the Mulliken charges for atoms 1 to 4, given in e: 3.002, -0.843, -0.564, -0.665



(4)
C14H24KN3O11S2 as an isolated structure at a distorted geometry, computed with ωB97M-V with the def2-TZVPD basis set.

Geometry as ORCA input:
```
! wB97M-V def2-TZVPD RIJCOSX def2/J DEFGRID3
* xyz 0 1
K 2.68341 0.99786 0.45317
C 0.41634 -0.40789 -0.49813
O 1.68328 0.12625 -0.81614
H -0.27561 0.42362 -0.36445
H -0.04884 -1.08800 -1.21168
H 0.35543 -0.99699 0.41694
C -0.36310 2.89844 0.42019
N 1.14726 2.99248 0.41718
O 1.84288 2.75965 1.43650
O 1.71282 3.25480 -0.63230
H -0.67479 3.31354 1.37865
H -0.72843 1.87540 0.33065
H -0.72906 3.59355 -0.33545
C -1.43352 0.05610 1.56757
C -2.77367 -0.63179 1.15732
O -3.74454 0.29207 1.45793
S -3.24481 1.77018 2.14941
O -3.07516 1.77811 3.61372
O -3.88755 2.90904 1.46685
O -1.71947 1.42394 1.55678
H -0.61738 -0.15358 0.87616
H -1.20305 -0.25120 2.58764
H -2.95566 -1.51718 1.76649
H -2.67078 -0.95676 0.12199
C -1.21975 1.00336 -3.86014
C -1.45616 0.12653 -2.58360
O -1.61730 1.02338 -1.51398
S -0.90466 2.48873 -1.81631
O 0.55730 2.39559 -1.56785
O -1.62249 3.57394 -1.16881
O -1.27734 2.36726 -3.43023
H -1.87216 0.68455 -4.67304
H -0.17855 0.95795 -4.17942
H -0.57006 -0.46397 -2.35071
H -2.23383 -0.63512 -2.64029
N 1.12350 -3.73880 -2.50012
C 0.86750 -2.68821 -1.68096
C 1.32997 -2.98311 -0.42489
C 1.88379 -4.21351 -0.45137
C 1.74216 -4.70564 -1.74152
H 0.66069 -3.78163 -3.39683
H 0.21479 -1.91304 -2.05442
H 1.31370 -2.30566 0.41606
H 2.38795 -4.73464 0.34904
H 2.07559 -5.62148 -2.20679
N 0.97061 -0.63107 1.88235
C 2.27781 -1.13321 1.97254
C 3.03824 -0.27762 2.77385
C 2.26261 0.85195 3.01246
C 0.99114 0.60352 2.42348
H 0.19696 -1.11525 1.44976
H 2.59273 -2.10716 1.62807
H 4.08027 -0.43299 3.01139
H 2.58654 1.72690 3.55647
H 0.10255 1.21684 2.44874
*
```

Total energy in eV: -79870.27029
LUMO level in eV: 0.123
HOMO energy in eV: -7.4

Here are the Mulliken charges for atoms 1 to 4, given in e: 0.987, 1.818, -1.200, -2.030